Molecular formula: C4H8O
Method: DFT, wB97M-V/def2-TZVPD

Values from the calculation:
LUMO energy: 1.1089 eV
HOMO level: -8.561 eV
ΔE to the lowest compared entry with this formula, charge and spin: 95.0 kcal per mole
frontier orbital gap: 9.7 eV
F_max: 0.40 eV/A

Structure (ORCA input):
```
! wB97M-V def2-TZVPD RIJCOSX def2/J DEFGRID3
* xyz 0 1
C -1.10509 0.28130 1.56062
O 0.28925 0.32866 1.26826
C 0.66153 -0.29265 0.15584
C 1.60748 -0.65541 -0.64452
C 0.18385 -1.05099 -1.02601
H -1.53895 -0.67150 1.24379
H -1.63130 1.10565 1.06745
H -1.19634 0.38616 2.64301
H -0.02729 2.10555 -1.14464
H 0.58435 1.78387 -1.41891
H 2.64012 -0.69750 -0.94437
H -0.32798 -0.53143 -1.84678
H -0.13964 -2.09171 -0.91374
*
```

Here are the Löwdin charges for atoms 1 to 6, given in e:
1 C -0.058
2 O -0.060
3 C -0.398
4 C 0.006
5 C -0.113
6 H 0.094